(1)
{
  "formula": "C5H11FN2",
  "method": "wB97M-V/def2-TZVPD",
  "total_energy_ev": -11057.6160,
  "orbital_gap_ev": 10.03,
  "e_homo_ev": -9.11,
  "de_lowest_kcal_mol": 77.4,
  "symbols": ["C", "C", "H", "H", "H", "H", "H", "H", "N", "C", "C", "H", "H", "H", "F", "C", "N", "H", "H"],
  "xyz": [[0.181, -1.074, -0.947], [-1.870, 0.810, 0.072], [-1.853, 1.077, -1.073], [2.586, -0.665, 0.486], [-0.091, -0.766, -1.962], [-1.773, -1.294, -0.741], [-1.049, -0.354, 1.638], [-1.577, 1.647, 0.693], [1.077, 1.386, -0.546], [0.659, 0.008, 0.010], [-0.770, -0.165, 0.499], [2.147, 1.307, -0.683], [1.299, -1.011, 1.911], [0.734, -1.906, -1.011], [-3.084, 0.170, 0.338], [1.713, -0.317, 1.072], [-0.880, -1.481, -0.125], [0.469, 1.886, -1.264], [2.079, 0.741, 1.632]],
  "forces_ev_per_angstrom": [[1.55, 0.73, -2.08], [1.60, -0.59, -1.90], [-0.09, -0.43, 2.11], [-0.17, -0.36, 0.94], [0.16, 0.46, 0.16], [1.63, -1.67, 1.70], [1.15, 1.01, -1.67], [-1.26, 0.82, 0.04], [0.62, -1.20, 0.29], [-0.05, 2.98, -0.27], [-2.78, -0.17, 4.01], [-2.74, 0.77, -0.41], [1.08, 0.92, -1.80], [3.25, -2.76, -0.98], [0.39, 0.95, 0.13], [0.41, 1.63, 1.58], [-5.21, 1.30, -1.33], [1.66, -1.50, 1.01], [-1.21, -2.89, -1.53]]
}

***

(2)
{
  "formula": "C4H8NS",
  "method": "wB97M-V/def2-TZVPD",
  "total_charge": 1,
  "total_energy_ev": -16592.1058,
  "orbital_gap_ev": [6.88, 6.95],
  "e_homo_ev": [-13.01, -12.58],
  "de_lowest_kcal_mol": 76.1,
  "symbols": ["C", "H", "H", "C", "H", "N", "H", "H", "C", "H", "H", "S", "C", "H"],
  "xyz": [[0.600, 0.861, -0.744], [-1.124, 0.353, -1.902], [1.547, 0.579, -0.964], [-0.279, -1.516, 1.947], [-1.283, -1.161, 2.006], [0.414, -0.857, 1.101], [0.198, -2.429, 2.480], [0.496, 1.906, -0.425], [-0.134, 0.791, -2.196], [1.386, -1.145, 1.155], [-1.121, 0.120, 0.314], [0.904, -0.248, -3.146], [-0.038, 0.073, 0.246], [-0.299, 1.831, -2.654]],
  "forces_ev_per_angstrom": [[-2.05, 1.70, -1.22], [0.60, 0.24, -1.06], [3.35, -0.37, 0.13], [-0.80, -2.65, 2.29], [-0.79, -0.55, 0.59], [2.74, 0.71, -1.56], [-1.13, 1.99, -0.83], [0.40, 0.05, -0.06], [-1.24, 1.19, 1.31], [0.51, 0.51, -0.84], [-0.03, 0.33, 0.06], [-0.05, -0.51, -0.54], [-1.82, -1.08, 0.85], [0.32, -1.54, 0.88]]
}

***

(3)
{
  "formula": "C26H35N3O5",
  "method": "wB97M-V/def2-TZVPD",
  "smiles": "CCOCCCN(C(=O)CNC(=O)c1ccco1)[C@@H](C(=O)NC1CCCC1)c1ccccc1C",
  "total_energy_ev": -42239.1604,
  "orbital_gap_ev": 9.22,
  "e_homo_ev": -8.83,
  "de_lowest_kcal_mol": 31.9,
  "symbols": ["H", "C", "N", "H", "C", "H", "C", "H", "H", "H", "O", "O", "H", "H", "C", "H", "C", "H", "C", "H", "H", "H", "H", "C", "H", "O", "C", "C", "C", "H", "H", "C", "H", "C", "C", "H", "O", "H", "C", "H", "C", "C", "H", "H", "H", "C", "C", "C", "H", "H", "O", "C", "N", "H", "H", "C", "C", "H", "H", "N", "C", "H", "H", "H", "C", "C", "H", "H", "C"],
  "xyz": [[2.051, 2.251, -6.736], [-0.377, 2.230, -1.839], [-0.836, -1.554, 0.875], [4.075, -0.941, -0.897], [0.504, 2.491, 1.320], [-2.638, -2.723, 4.714], [-1.968, 0.437, 5.097], [1.353, 1.080, -5.614], [-4.512, -2.384, 3.327], [-4.097, -3.809, 2.381], [-0.138, 1.687, 5.371], [-1.574, 0.972, 2.185], [-0.417, -3.382, 3.130], [-0.033, -2.145, -4.845], [-0.542, 1.264, 6.574], [3.365, 0.665, -0.943], [0.115, -1.933, 0.008], [-3.105, -0.965, 1.981], [1.036, -0.813, -0.518], [1.953, -0.921, 0.075], [-0.955, -1.728, 3.440], [1.560, 1.670, -2.633], [-3.671, -2.112, 0.757], [2.917, -0.880, -3.810], [-1.424, 1.244, -0.227], [2.122, 0.764, 1.373], [1.376, -1.018, -1.975], [0.716, -1.733, -4.186], [1.966, -1.395, -4.671], [-0.542, -1.833, -2.471], [2.610, 2.792, -4.345], [-1.661, 0.493, 6.472], [-2.196, 0.025, 7.273], [0.562, 1.942, -3.005], [-1.674, -2.500, 1.571], [0.178, 1.102, -3.597], [0.295, -3.085, -0.334], [-0.926, -0.595, 1.186], [1.641, 3.066, -4.791], [-2.783, -0.073, 4.627], [-2.518, -3.205, 3.744], [3.721, -0.154, -1.563], [1.703, 4.092, -5.163], [-0.416, 2.763, 0.808], [1.233, 3.298, 1.243], [-0.831, 1.451, 3.034], [-1.257, -2.696, 3.035], [2.645, -0.688, -2.461], [0.039, 3.063, -1.274], [4.567, 0.196, -2.150], [0.651, 3.112, -3.789], [-3.119, -2.016, 1.690], [0.182, 2.286, 2.718], [3.896, -0.626, -4.191], [0.330, 2.331, -6.335], [1.321, 2.116, -5.943], [-0.627, 1.013, -0.941], [-0.974, 0.188, -1.565], [0.886, 2.483, 3.412], [0.547, 0.538, -0.228], [0.428, -1.542, -2.846], [0.040, 1.571, 7.422], [2.204, -1.542, -5.715], [-1.613, -3.447, 1.026], [1.134, 1.191, 0.796], [-1.008, 1.184, 4.462], [-1.335, 2.554, -2.249], [-2.454, -4.279, 3.919], [-3.699, -2.886, 2.805]],
  "forces_ev_per_angstrom": [[0.09, -0.02, -0.13], [0.23, -0.29, -0.30], [-0.19, 0.17, 0.10], [0.06, 0.02, 0.12], [-0.13, -0.26, -0.03], [0.00, -0.06, 0.07], [0.57, 0.48, -0.60], [-0.01, -0.08, -0.05], [-0.09, -0.05, -0.02], [-0.07, -0.01, 0.01], [0.30, 0.26, -0.37], [-0.15, -0.08, 0.05], [0.10, 0.04, 0.01], [-0.07, -0.04, -0.05], [-0.53, -0.44, 0.50], [0.02, 0.06, 0.10], [0.06, 0.36, 0.04], [-0.03, 0.06, -0.01], [0.35, -0.30, 0.03], [-0.26, 0.01, -0.14], [0.05, 0.04, -0.01], [-0.08, -0.01, -0.06], [-0.01, 0.07, -0.08], [-0.01, 0.02, -0.02], [0.07, -0.13, -0.10], [0.11, 0.08, 0.23], [0.01, -0.10, -0.09], [-0.10, 0.02, -0.07], [0.00, -0.05, -0.03], [-0.08, -0.06, 0.05], [-0.05, 0.08, -0.02], [0.46, 0.30, 0.18], [-0.06, -0.06, 0.22], [-0.08, -0.02, 0.12], [-0.05, -0.09, 0.12], [0.09, 0.03, 0.06], [0.17, -0.29, -0.10], [0.13, 0.02, -0.15], [0.10, 0.00, -0.25], [-0.16, -0.10, -0.18], [0.07, -0.07, 0.09], [-0.02, 0.00, 0.01], [0.11, -0.10, 0.02], [0.14, 0.07, -0.02], [-0.07, -0.09, -0.05], [0.38, 0.47, 0.14], [-0.01, -0.13, -0.10], [-0.08, -0.07, -0.03], [-0.05, 0.07, 0.07], [0.05, 0.02, -0.01], [-0.20, 0.09, 0.14], [0.01, -0.17, -0.03], [0.09, 0.14, 0.08], [0.10, 0.04, -0.01], [-0.10, 0.02, -0.08], [-0.03, 0.17, 0.41], [-0.33, 0.55, -0.19], [-0.05, 0.05, 0.10], [-0.06, -0.04, -0.01], [0.12, -0.38, -0.17], [0.11, -0.02, -0.04], [0.14, 0.09, 0.03], [0.02, -0.01, -0.08], [-0.05, 0.09, 0.07], [0.09, 0.32, 0.15], [-0.99, -0.79, 0.27], [-0.06, 0.06, 0.03], [-0.02, 0.00, 0.09], [-0.10, 0.07, -0.05]]
}

***

(4)
{
  "formula": "C24H60F2N5O16S3Sn3",
  "method": "wB97M-V/def2-TZVPD",
  "total_charge": 3,
  "total_energy_ev": -121469.1327,
  "orbital_gap_ev": 1.48,
  "e_homo_ev": -13.69,
  "de_lowest_kcal_mol": 0.0,
  "symbols": ["C", "C", "H", "C", "Sn", "C", "H", "H", "H", "H", "C", "C", "C", "H", "H", "H", "S", "H", "C", "O", "O", "O", "H", "H", "C", "H", "Sn", "O", "H", "C", "O", "H", "S", "H", "H", "H", "H", "N", "C", "H", "C", "N", "H", "H", "O", "O", "C", "N", "C", "N", "H", "H", "O", "H", "O", "H", "O", "H", "H", "H", "C", "H", "H", "Sn", "O", "O", "H", "H", "C", "H", "H", "H", "H", "N", "C", "H", "H", "H", "C", "H", "O", "C", "H", "H", "C", "H", "O", "F", "H", "H", "H", "H", "H", "C", "O", "F", "H", "C", "H", "S", "H", "O", "H", "H", "H", "C", "C", "H", "H", "H", "H", "H", "H"],
  "xyz": [[-16.338, -29.061, 3.216], [-21.163, -33.077, 10.419], [-17.321, -27.833, 6.193], [-16.951, -25.558, 2.348], [-19.978, -25.941, 9.240], [-19.562, -26.715, 16.856], [-21.099, -31.803, 14.834], [-19.648, -28.068, 5.284], [-22.522, -27.506, 7.091], [-17.953, -27.848, 7.853], [-15.937, -29.505, 8.327], [-18.163, -27.554, 6.824], [-21.589, -28.468, 14.386], [-15.171, -31.186, 6.427], [-23.164, -25.092, 10.794], [-17.681, -28.059, 1.949], [-21.139, -22.110, 10.736], [-15.387, -30.286, 8.860], [-14.781, -30.073, 4.803], [-20.134, -24.002, 6.982], [-23.936, -30.516, 13.595], [-19.872, -27.651, 15.796], [-14.697, -31.002, 4.242], [-20.516, -29.814, 13.281], [-22.824, -31.361, 13.564], [-21.759, -26.986, 15.845], [-16.784, -24.814, 13.062], [-19.554, -23.564, 13.034], [-16.617, -30.445, 5.574], [-18.483, -25.308, 5.655], [-21.928, -22.985, 13.355], [-19.179, -23.235, 5.297], [-20.914, -23.562, 12.538], [-21.974, -28.128, 5.521], [-20.845, -30.076, 7.897], [-23.594, -27.990, 11.254], [-21.993, -27.297, 11.471], [-20.706, -28.800, 9.645], [-20.237, -29.900, 8.786], [-21.348, -25.233, 5.637], [-21.757, -30.985, 14.544], [-18.311, -26.084, 6.905], [-23.749, -25.033, 9.239], [-19.874, -25.686, 16.671], [-15.643, -29.254, 6.945], [-22.737, -26.903, 9.669], [-22.647, -27.796, 10.746], [-15.130, -28.882, 4.015], [-23.516, -25.768, 10.013], [-21.111, -23.729, 10.995], [-17.519, -25.700, 7.405], [-18.503, -26.560, 17.080], [-17.969, -27.965, 10.413], [-15.607, -28.591, 8.817], [-17.172, -27.898, 12.760], [-13.811, -29.836, 5.258], [-18.879, -26.462, 11.969], [-15.990, -27.665, 1.578], [-22.198, -24.307, 6.956], [-22.231, -30.706, 15.489], [-15.620, -30.279, 6.008], [-15.264, -28.163, 4.717], [-20.442, -33.846, 10.139], [-18.117, -29.763, 14.728], [-20.598, -27.729, 7.064], [-19.200, -28.890, 12.286], [-21.195, -27.828, 13.597], [-19.423, -31.289, 10.333], [-16.698, -27.858, 2.386], [-25.668, -31.515, 13.318], [-16.138, -25.391, 1.636], [-19.266, -25.721, 5.024], [-17.237, -29.294, 3.800], [-20.989, -29.779, 14.172], [-19.978, -31.279, 9.386], [-17.872, -25.568, 1.759], [-21.797, -29.897, 10.929], [-17.552, -25.096, 5.131], [-19.466, -28.176, 6.356], [-22.132, -29.242, 6.853], [-22.343, -21.352, 10.945], [-18.968, -23.936, 6.110], [-20.112, -28.782, 10.451], [-19.963, -27.163, 17.765], [-21.230, -27.941, 15.757], [-24.798, -31.384, 11.905], [-21.242, -31.963, 9.497], [-21.313, -25.098, 12.842], [-23.224, -32.359, 13.786], [-19.412, -29.250, 6.564], [-19.313, -29.466, 8.396], [-16.984, -29.768, 8.489], [-18.260, -23.334, 6.683], [-21.349, -24.349, 6.277], [-16.748, -26.669, 3.192], [-21.104, -22.420, 9.142], [-20.947, -32.689, 11.418], [-25.035, -30.787, 12.794], [-25.646, -29.925, 12.541], [-18.304, -27.809, 11.816], [-16.156, -29.810, 2.444], [-19.882, -21.417, 10.779], [-24.524, -26.108, 10.266], [-22.679, -28.423, 14.318], [-21.495, -28.538, 16.634], [-22.029, -29.085, 10.238], [-21.856, -28.216, 6.603], [-22.442, -31.448, 12.541], [-16.972, -24.631, 2.924], [-22.679, -29.552, 9.496], [-21.453, -23.502, 5.593], [-19.336, -31.934, 8.790], [-22.136, -33.562, 10.466]],
  "forces_ev_per_angstrom": [[0.25, 0.62, -0.20], [-0.48, 0.63, -0.41], [-0.15, -0.27, -0.09], [0.20, 1.06, -0.14], [-0.69, -1.10, -1.85], [0.34, -0.32, 0.73], [0.04, -0.18, -0.57], [0.21, 0.22, -0.10], [-0.54, -0.44, -0.17], [0.11, -0.34, -0.05], [0.45, -0.05, -0.69], [-0.68, 1.09, -0.01], [0.13, -0.07, 0.56], [-0.66, -0.22, 0.38], [0.54, -0.78, 0.45], [-0.08, 0.17, -0.16], [-0.59, 3.76, -7.00], [0.47, -0.37, -0.77], [1.68, 2.09, 0.51], [0.12, -1.46, 0.07], [1.27, 2.38, 0.91], [3.07, 0.39, -0.16], [-0.16, 0.15, -0.22], [-0.72, -0.17, -0.46], [-1.32, -1.51, -0.99], [-0.16, -0.04, 0.17], [-2.76, -1.09, -0.85], [1.90, 0.37, -0.08], [-0.40, -0.41, 0.81], [-0.46, 1.33, 1.30], [0.97, 1.56, -0.83], [-0.30, -0.45, -0.40], [-1.92, -5.52, 4.26], [0.28, 0.19, -0.07], [-0.32, 0.26, 0.49], [-0.25, 0.15, -0.28], [0.09, -0.27, 0.46], [-0.92, -0.03, -0.09], [1.51, 0.25, -0.34], [0.33, -0.38, 0.53], [-0.33, 1.15, 1.08], [-0.24, -0.22, 0.60], [0.75, -0.68, -0.93], [-0.89, -0.29, -0.23], [0.64, 0.92, 0.92], [0.32, 1.23, -0.96], [0.89, -0.65, 0.92], [-0.32, -0.78, -0.13], [-1.98, 0.96, 0.25], [0.42, 2.23, 1.34], [0.30, -0.03, -0.20], [0.30, -0.83, -0.64], [0.26, -0.06, 0.05], [-0.60, 0.15, 0.15], [2.11, 0.64, 1.74], [0.41, -0.25, -0.59], [-0.07, 2.48, 0.91], [0.15, -0.24, 0.00], [0.19, -0.24, 0.20], [-0.22, -0.16, 0.00], [-1.20, -2.31, -0.22], [-0.04, 0.40, -0.38], [0.25, 0.21, -0.17], [-2.47, 1.69, -1.41], [0.39, 0.82, 0.35], [-0.36, -0.41, 0.68], [0.07, 0.32, 0.28], [-0.38, 0.52, 0.43], [0.18, 0.71, 0.27], [-0.31, 0.31, 0.22], [0.18, -0.41, -0.01], [0.39, -0.43, -0.12], [-0.03, -0.42, 0.11], [1.76, -0.87, 0.21], [-0.64, -0.85, 0.23], [-0.18, -0.46, 0.13], [-0.88, 0.28, 0.82], [0.02, -0.74, -0.28], [0.07, -1.25, -0.54], [0.41, 0.03, 0.30], [1.21, -1.83, 0.52], [-1.02, 0.94, 0.65], [0.54, -0.24, 0.14], [-0.29, 0.58, 0.18], [-1.25, 1.09, -0.35], [0.42, 0.58, -0.38], [0.60, -0.37, 0.98], [0.54, -0.78, -0.14], [0.53, -0.29, 0.27], [0.38, -0.04, -0.60], [0.21, -0.72, 0.16], [-0.23, 0.39, -0.04], [0.38, -0.58, 0.29], [0.44, 1.82, -0.76], [-0.43, -0.24, -0.42], [-0.82, 0.06, 0.14], [0.25, -0.09, 0.11], [-0.99, -2.36, -0.36], [0.44, 0.25, 0.16], [0.22, -1.12, -1.06], [-0.08, -0.49, 0.41], [-0.01, -0.85, 1.90], [0.06, -0.10, 0.38], [-0.03, -0.67, -0.23], [-0.25, -0.38, -0.31], [0.33, -0.09, -0.68], [-0.51, 1.11, -0.05], [0.26, 0.17, -0.13], [-0.06, -0.18, 0.37], [0.00, 0.23, -0.15], [-0.57, -0.11, -0.17], [0.11, 0.48, -0.68], [-0.08, 0.17, -0.20]]
}